Entry 1:
{"formula": "C15H41N3O18S4", "method": "wB97M-V/def2-TZVPD", "de_lowest_kj_mol": 3.8, "multiplicity": 1, "total_charge": 0, "total_energy_ev": -100875.8629, "smiles": "CCOS(C)(=O)=O.CCOS(C)(=O)=O.CCOS(C)(=O)=O.CCOS(C)(=O)=O.C[N+](=O)[O-].C[N+](=O)[O-].C[N+](=O)[O-]", "gap_ev": 10.784, "lumo_ev": 0.1, "species": ["C", "C", "O", "S", "C", "O", "O", "H", "H", "H", "H", "H", "H", "H", "H", "C", "C", "O", "S", "C", "O", "O", "H", "H", "H", "H", "H", "H", "H", "H", "C", "C", "O", "S", "C", "O", "O", "H", "H", "H", "H", "H", "H", "H", "H", "C", "C", "O", "S", "C", "O", "O", "H", "H", "H", "H", "H", "H", "H", "H", "C", "N", "O", "O", "H", "H", "H", "C", "N", "O", "O", "H", "H", "H", "C", "N", "O", "O", "H", "H", "H"], "xyz": [[-2.541, -2.517, 2.828], [-3.282, -3.822, 2.665], [-2.707, -4.556, 1.538], [-1.573, -5.607, 1.837], [-2.494, -6.967, 2.445], [-1.008, -5.927, 0.580], [-0.748, -5.106, 2.894], [-2.993, -1.788, 3.497], [-2.261, -2.079, 1.873], [-1.588, -2.784, 3.302], [-3.304, -4.397, 3.588], [-4.302, -3.696, 2.303], [-3.004, -6.693, 3.361], [-1.883, -7.862, 2.445], [-3.273, -7.133, 1.693], [1.886, -2.960, 2.023], [2.433, -3.904, 3.053], [3.767, -4.344, 2.642], [4.197, -5.778, 3.118], [3.373, -6.804, 1.936], [5.591, -5.874, 2.911], [3.649, -6.018, 4.414], [2.599, -2.218, 1.672], [1.029, -2.455, 2.473], [1.507, -3.536, 1.176], [2.543, -3.458, 4.041], [1.795, -4.777, 3.171], [3.917, -7.746, 1.902], [3.408, -6.299, 0.975], [2.355, -7.005, 2.256], [-1.280, -1.283, -1.510], [-1.849, -0.996, -2.865], [-3.014, -0.140, -2.713], [-3.308, 0.944, -3.820], [-3.552, -0.051, -5.292], [-4.537, 1.552, -3.434], [-2.146, 1.741, -4.017], [-0.672, -2.185, -1.534], [-2.097, -1.503, -0.811], [-0.795, -0.415, -1.069], [-1.110, -0.470, -3.476], [-2.172, -1.877, -3.418], [-4.330, 0.489, -5.826], [-3.855, -1.036, -4.956], [-2.624, -0.023, -5.850], [-0.809, 0.459, 1.690], [-0.399, 1.875, 1.500], [-0.028, 1.991, 0.096], [0.569, 3.418, -0.290], [0.642, 3.220, -2.011], [-0.406, 4.389, 0.113], [1.904, 3.531, 0.208], [-1.737, 0.211, 1.168], [-0.995, 0.129, 2.715], [-0.047, -0.243, 1.339], [-1.208, 2.566, 1.722], [0.498, 2.076, 2.087], [0.914, 4.181, -2.439], [-0.272, 2.832, -2.454], [1.468, 2.525, -2.149], [1.423, 6.761, 1.695], [1.355, 7.570, 2.933], [1.619, 7.011, 3.975], [1.039, 8.742, 2.823], [2.268, 6.080, 1.766], [1.661, 7.383, 0.837], [0.490, 6.221, 1.584], [-2.732, 5.199, -2.114], [-1.663, 5.615, -3.058], [-1.239, 6.752, -2.989], [-1.290, 4.780, -3.849], [-3.263, 6.065, -1.740], [-2.231, 4.698, -1.287], [-3.363, 4.501, -2.653], [5.594, 4.584, -3.497], [4.604, 3.501, -3.722], [4.909, 2.599, -4.473], [3.534, 3.612, -3.152], [6.387, 4.498, -4.232], [5.985, 4.505, -2.489], [5.075, 5.522, -3.676]]}



Entry 2:
{"formula": "C15H42BFO14S3Si2", "method": "wB97M-V/def2-TZVPD", "multiplicity": 1, "total_charge": 0, "total_energy_ev": -96560.9271, "gap_ev": 9.985, "lumo_ev": 0.2, "species": ["C", "C", "O", "B", "O", "Si", "O", "Si", "O", "F", "C", "C", "C", "C", "O", "H", "H", "H", "H", "H", "H", "H", "H", "H", "H", "H", "H", "H", "H", "H", "H", "H", "H", "O", "S", "O", "O", "C", "C", "C", "H", "H", "H", "H", "H", "H", "H", "H", "O", "S", "O", "O", "C", "C", "C", "H", "H", "H", "H", "H", "H", "H", "H", "O", "S", "O", "O", "C", "C", "C", "H", "H", "H", "H", "H", "H", "H", "H"], "xyz": [[7.232, -1.491, -2.693], [6.860, -0.477, -3.846], [7.042, 0.842, -3.306], [6.487, 1.855, -4.113], [6.487, 1.816, -5.552], [5.652, 3.391, -3.178], [4.221, 2.980, -2.299], [3.243, 1.810, -3.053], [3.111, 1.987, -4.749], [3.893, 0.302, -2.603], [1.455, 1.780, -2.374], [0.632, 0.789, -3.334], [-0.194, -0.245, -2.487], [-0.676, -1.521, -3.278], [-0.084, -1.695, -4.569], [8.259, -1.200, -2.351], [7.163, -2.552, -3.013], [6.545, -1.244, -1.842], [7.560, -0.681, -4.703], [5.833, -0.677, -4.238], [5.619, 1.514, -5.849], [5.330, 4.478, -4.120], [6.682, 3.954, -2.271], [3.357, 1.129, -5.124], [1.554, 1.361, -1.337], [1.009, 2.803, -2.361], [1.370, 0.244, -3.966], [0.000, 1.463, -3.966], [0.433, -0.515, -1.598], [-1.121, 0.289, -2.147], [-0.403, -2.421, -2.658], [-1.780, -1.543, -3.414], [0.836, -1.964, -4.483], [-4.824, 2.047, -1.092], [-4.467, 0.745, -0.600], [-3.552, -0.105, -1.311], [-5.818, -0.084, -0.298], [-6.766, -0.247, -1.358], [-6.298, -1.259, -2.390], [-3.912, 0.888, 1.071], [-6.985, 0.717, -1.824], [-7.688, -0.602, -0.899], [-5.412, -0.906, -2.918], [-7.079, -1.442, -3.129], [-6.034, -2.203, -1.909], [-4.616, 1.501, 1.630], [-2.932, 1.363, 1.050], [-3.832, -0.107, 1.502], [1.909, -0.064, 0.637], [3.047, -0.277, 1.491], [3.830, -1.477, 1.423], [2.595, -0.036, 3.021], [1.498, -0.801, 3.534], [1.888, -2.243, 3.808], [4.135, 1.109, 1.353], [0.645, -0.746, 2.853], [1.198, -0.326, 4.468], [2.131, -2.769, 2.884], [1.069, -2.777, 4.292], [2.771, -2.287, 4.447], [3.557, 2.026, 1.439], [4.612, 1.053, 0.375], [4.886, 1.044, 2.138], [-5.707, 0.594, 4.113], [-4.892, 0.546, 5.296], [-3.457, 0.564, 5.225], [-5.352, -0.712, 6.194], [-5.348, -2.013, 5.595], [-3.941, -2.562, 5.433], [-5.412, 1.818, 6.407], [-5.876, -1.992, 4.638], [-5.914, -2.664, 6.262], [-3.366, -1.972, 4.718], [-3.970, -3.591, 5.072], [-3.406, -2.532, 6.383], [-6.496, 1.790, 6.496], [-5.092, 2.770, 5.987], [-4.936, 1.658, 7.372]]}



Entry 3:
{"formula": "C15H42BNO17", "method": "wB97M-V/def2-TZVPD", "de_lowest_kj_mol": 108.8, "multiplicity": 1, "total_charge": 0, "total_energy_ev": -53207.2612, "gap_ev": 9.251, "lumo_ev": -0.6, "species": ["C", "C", "C", "C", "N", "C", "C", "C", "C", "C", "C", "C", "H", "H", "H", "H", "H", "H", "H", "H", "H", "H", "H", "H", "H", "H", "H", "H", "H", "H", "H", "H", "H", "H", "H", "H", "O", "C", "O", "B", "O", "C", "O", "O", "C", "O", "C", "O", "O", "O", "H", "H", "O", "H", "H", "O", "H", "H", "O", "H", "H", "O", "H", "H", "O", "H", "H", "O", "H", "H", "O", "H", "H", "O", "H", "H"], "xyz": [[0.229, -6.102, 0.206], [0.417, -5.411, -1.113], [1.121, -4.051, -0.879], [1.535, -3.300, -2.071], [2.178, -1.960, -1.918], [3.510, -2.075, -1.319], [3.654, -1.137, -0.056], [2.272, -1.008, 0.464], [1.409, -1.123, -0.807], [2.292, -1.210, -3.227], [1.060, -0.892, -3.957], [1.475, -0.655, -5.338], [1.060, -6.171, 0.858], [0.227, -7.230, 0.131], [-0.688, -5.854, 0.614], [-0.520, -5.489, -1.591], [1.034, -5.935, -1.840], [2.026, -4.195, -0.135], [0.305, -3.391, -0.394], [0.667, -3.363, -2.639], [2.219, -4.103, -2.674], [4.464, -1.728, -1.933], [3.828, -3.125, -1.078], [4.082, -0.206, -0.273], [4.374, -1.425, 0.723], [2.139, 0.113, 0.826], [2.088, -1.787, 1.168], [1.406, -0.052, -1.218], [0.421, -1.330, -0.418], [2.917, -1.843, -3.793], [2.879, -0.400, -3.077], [0.886, 0.065, -3.497], [0.212, -1.593, -4.074], [1.899, -1.485, -5.983], [2.075, 0.213, -5.552], [0.497, -0.679, -5.962], [-2.304, 0.968, 4.025], [-1.822, 1.293, 2.980], [-2.310, 2.082, 2.141], [-1.537, 2.057, 0.937], [-0.446, 1.225, 1.248], [-0.523, 0.846, 2.379], [0.440, 0.395, 3.015], [-1.117, 3.364, 0.457], [-1.455, 3.663, -0.754], [-0.983, 4.508, -1.383], [-2.182, 2.573, -1.127], [-2.345, 1.598, -0.281], [-2.996, 2.658, -2.144], [-0.927, 4.821, -4.044], [-0.793, 4.978, -2.996], [-1.815, 4.957, -4.209], [1.867, 4.305, -0.165], [2.068, 3.989, 0.615], [0.973, 4.414, 0.091], [-4.213, 4.588, 0.745], [-3.567, 5.270, 0.507], [-4.729, 5.008, 1.421], [-2.494, 3.433, 6.273], [-2.000, 3.853, 6.965], [-2.982, 2.617, 6.359], [1.083, -0.892, 5.173], [0.716, -0.530, 4.352], [0.593, -0.763, 5.916], [-5.535, 1.496, 0.117], [-4.717, 2.045, 0.300], [-5.223, 0.671, -0.353], [-1.398, -0.514, 6.330], [-2.029, -1.291, 6.244], [-1.701, 0.255, 5.820], [-4.667, 2.012, -4.330], [-4.016, 1.653, -4.859], [-3.992, 2.253, -3.706], [2.299, 1.651, 6.129], [3.053, 1.314, 6.342], [2.078, 1.095, 5.296]]}



Entry 4:
{"formula": "C15H42BrIO10P2", "method": "wB97M-V/def2-TZVPD", "multiplicity": 1, "total_charge": 0, "total_energy_ev": -133435.7468, "gap_ev": 8.439, "lumo_ev": -0.1, "species": ["O", "P", "O", "O", "Br", "O", "P", "O", "I", "H", "H", "C", "C", "C", "O", "H", "H", "H", "H", "H", "H", "H", "H", "C", "C", "C", "O", "H", "H", "H", "H", "H", "H", "H", "H", "C", "C", "C", "O", "H", "H", "H", "H", "H", "H", "H", "H", "C", "C", "C", "O", "H", "H", "H", "H", "H", "H", "H", "H", "C", "C", "C", "O", "H", "H", "H", "H", "H", "H", "H", "H"], "xyz": [[-2.229, 4.964, 3.930], [-2.462, 4.607, 2.536], [-3.098, 5.726, 1.606], [-3.404, 3.341, 2.331], [-4.849, 3.321, 1.215], [-1.143, 4.207, 1.726], [0.110, 3.348, 2.396], [1.181, 3.928, 1.352], [-0.361, 1.136, 1.386], [-2.714, 6.585, 1.829], [2.088, 3.554, 1.495], [-8.892, 1.339, -0.472], [-8.308, 2.184, 0.648], [-9.376, 2.687, 1.604], [-7.556, 3.277, 0.114], [-9.597, 1.932, -1.063], [-8.105, 0.986, -1.137], [-9.427, 0.476, -0.074], [-7.575, 1.595, 1.202], [-10.093, 3.317, 1.070], [-8.927, 3.282, 2.399], [-9.922, 1.858, 2.054], [-8.153, 3.842, -0.388], [-2.128, -2.346, 2.623], [-2.854, -2.293, 1.288], [-3.706, -3.532, 1.057], [-1.928, -2.111, 0.219], [-1.449, -3.204, 2.643], [-1.537, -1.442, 2.759], [-2.825, -2.441, 3.457], [-3.491, -1.406, 1.257], [-3.072, -4.424, 1.043], [-4.221, -3.469, 0.098], [-4.449, -3.655, 1.846], [-1.324, -2.866, 0.215], [1.306, -5.082, -1.933], [1.728, -3.898, -1.078], [3.215, -3.924, -0.765], [0.962, -3.845, 0.127], [1.507, -6.019, -1.405], [0.239, -5.037, -2.151], [1.853, -5.101, -2.877], [1.483, -2.969, -1.595], [3.466, -4.830, -0.205], [3.490, -3.059, -0.161], [3.809, -3.913, -1.680], [1.141, -4.645, 0.633], [4.434, 1.728, -0.955], [3.720, 2.908, -0.323], [4.400, 4.235, -0.608], [3.598, 2.698, 1.098], [5.453, 1.639, -0.567], [3.917, 0.797, -0.731], [4.491, 1.843, -2.038], [2.691, 2.942, -0.681], [5.420, 4.231, -0.212], [3.856, 5.057, -0.142], [4.455, 4.421, -1.681], [4.481, 2.655, 1.478], [5.993, -2.568, -3.059], [6.424, -1.306, -2.328], [7.925, -1.271, -2.090], [5.712, -1.164, -1.100], [6.242, -3.450, -2.462], [4.916, -2.563, -3.226], [6.495, -2.659, -4.023], [6.130, -0.432, -2.914], [8.226, -2.118, -1.467], [8.209, -0.354, -1.575], [8.476, -1.328, -3.029], [5.933, -1.917, -0.541]]}



Entry 5:
{"formula": "C15H42N14O31Pt", "method": "wB97M-V/def2-TZVPD", "multiplicity": 3, "total_charge": 0, "total_energy_ev": -103767.5939, "gap_ev": [7.606, 7.283], "lumo_ev": [-0.7, -0.8], "species": ["Pt", "C", "O", "O", "O", "C", "N", "O", "O", "H", "H", "H", "C", "N", "O", "O", "H", "H", "H", "C", "N", "O", "O", "H", "H", "H", "C", "N", "O", "O", "H", "H", "H", "C", "N", "O", "O", "H", "H", "H", "C", "N", "O", "O", "H", "H", "H", "C", "N", "O", "O", "H", "H", "H", "C", "N", "O", "O", "H", "H", "H", "C", "N", "O", "O", "H", "H", "H", "C", "N", "O", "O", "H", "H", "H", "C", "N", "O", "O", "H", "H", "H", "C", "N", "O", "O", "H", "H", "H", "C", "N", "O", "O", "H", "H", "H", "C", "N", "O", "O", "H", "H", "H"], "xyz": [[15.535, 9.846, 10.956], [13.231, 10.321, 11.263], [13.514, 9.164, 11.621], [13.624, 10.476, 10.121], [13.900, 11.091, 11.932], [15.055, 8.341, 14.656], [16.360, 8.478, 13.860], [16.393, 9.308, 12.985], [17.243, 7.695, 14.141], [14.428, 7.460, 14.515], [14.440, 9.200, 14.389], [15.375, 8.335, 15.698], [10.421, 7.401, 11.562], [10.211, 6.084, 10.968], [9.547, 5.265, 11.598], [10.601, 6.023, 9.820], [9.558, 7.998, 11.266], [11.334, 7.772, 11.097], [10.548, 7.297, 12.639], [7.580, 10.856, 10.252], [8.990, 11.360, 10.048], [9.900, 10.831, 10.702], [9.202, 12.343, 9.341], [7.112, 10.698, 9.281], [7.051, 11.620, 10.822], [7.525, 9.951, 10.856], [12.834, 12.582, 7.595], [14.211, 12.752, 7.079], [15.071, 13.136, 7.871], [14.408, 12.404, 5.939], [12.291, 13.515, 7.445], [12.756, 12.254, 8.631], [12.420, 11.832, 6.920], [19.983, 9.351, 12.127], [18.907, 8.613, 11.311], [17.990, 9.320, 10.898], [19.239, 7.535, 10.801], [19.531, 10.319, 12.346], [20.871, 9.469, 11.507], [20.068, 8.823, 13.077], [11.576, 13.520, 11.905], [11.024, 14.858, 12.292], [11.813, 15.767, 12.460], [9.838, 14.921, 12.361], [12.622, 13.459, 12.208], [11.455, 13.355, 10.834], [11.074, 12.720, 12.449], [8.783, 9.551, 15.005], [8.352, 8.119, 15.085], [8.030, 7.567, 14.052], [8.409, 7.593, 16.194], [9.469, 9.835, 15.802], [7.979, 10.270, 15.159], [9.267, 9.697, 14.039], [15.609, 13.790, 10.982], [16.579, 13.014, 11.741], [16.629, 11.791, 11.628], [17.489, 13.590, 12.311], [16.114, 14.003, 10.039], [15.324, 14.665, 11.566], [14.676, 13.274, 10.756], [11.830, 8.159, 7.988], [11.608, 9.296, 7.074], [10.481, 9.772, 7.075], [12.523, 9.554, 6.274], [12.795, 8.276, 8.482], [11.908, 7.235, 7.415], [11.061, 8.195, 8.759], [18.494, 11.681, 15.031], [18.995, 10.599, 15.879], [19.580, 10.982, 16.930], [18.946, 9.427, 15.473], [18.135, 11.273, 14.086], [19.336, 12.359, 14.893], [17.610, 12.104, 15.508], [13.870, 6.320, 11.039], [15.346, 6.629, 11.117], [15.982, 5.893, 11.845], [15.751, 7.618, 10.520], [13.708, 5.256, 11.209], [13.572, 6.742, 10.080], [13.386, 6.727, 11.927], [12.921, 12.284, 15.130], [14.355, 12.630, 14.822], [15.222, 11.829, 15.130], [14.461, 13.823, 14.497], [12.308, 13.147, 14.870], [12.881, 12.024, 16.188], [12.740, 11.464, 14.435], [20.453, 11.592, 8.448], [19.349, 12.421, 8.830], [19.489, 13.576, 9.196], [18.262, 11.851, 8.913], [21.154, 12.350, 8.099], [20.145, 10.893, 7.670], [20.730, 10.954, 9.287], [16.373, 9.288, 6.195], [16.850, 9.393, 7.592], [18.068, 9.397, 7.828], [16.011, 9.592, 8.486], [16.591, 8.334, 5.715], [16.881, 10.078, 5.643], [15.307, 9.468, 6.058]]}



Entry 6:
{"formula": "C15H42N3O5", "method": "wB97M-V/def2-TZVPD", "multiplicity": 1, "total_charge": -1, "total_energy_ev": -30941.0559, "gap_ev": 6.035, "lumo_ev": 2.9, "species": ["C", "O", "H", "H", "H", "C", "C", "C", "O", "C", "N", "H", "H", "H", "H", "H", "H", "H", "H", "H", "H", "H", "C", "C", "C", "O", "C", "N", "H", "H", "H", "H", "H", "H", "H", "H", "H", "H", "H", "C", "C", "C", "O", "C", "N", "H", "H", "H", "H", "H", "H", "H", "H", "H", "H", "H", "C", "C", "O", "H", "H", "H", "H", "H", "H"], "xyz": [[-0.202, 0.370, 1.134], [0.138, 0.514, -0.198], [-1.013, -0.380, 1.198], [0.653, -0.106, 1.667], [-0.341, 1.319, 1.685], [-3.631, 3.030, -2.694], [-2.672, 2.738, -1.551], [-3.377, 2.574, -0.199], [-4.477, 1.683, -0.167], [-5.048, 1.613, 1.116], [-1.909, 1.548, -1.949], [-3.187, 3.018, -3.683], [-4.214, 3.934, -2.486], [-4.365, 2.219, -2.610], [-1.972, 3.579, -1.551], [-3.835, 3.537, 0.082], [-2.615, 2.319, 0.545], [-4.289, 1.191, 1.786], [-5.918, 0.962, 1.107], [-5.286, 2.610, 1.504], [-1.140, 1.418, -1.259], [-2.441, 0.739, -1.623], [5.994, -1.822, 0.221], [4.674, -1.627, 0.991], [5.019, -0.993, 2.336], [3.895, -0.530, 3.096], [2.953, -1.482, 3.545], [3.766, -0.754, 0.205], [5.823, -2.524, -0.597], [6.756, -2.321, 0.825], [6.346, -0.868, -0.167], [4.204, -2.588, 1.206], [5.582, -0.053, 2.342], [5.600, -1.597, 3.052], [3.443, -2.127, 4.284], [2.536, -2.105, 2.748], [2.133, -0.936, 4.005], [4.158, 0.184, 0.239], [2.999, -0.716, 0.878], [-1.304, -3.193, -3.687], [-1.582, -1.991, -2.784], [-2.859, -2.124, -1.928], [-3.986, -2.333, -2.800], [-5.073, -2.847, -2.059], [-0.431, -1.786, -1.884], [-0.277, -3.136, -4.046], [-1.987, -3.298, -4.531], [-1.402, -4.117, -3.106], [-1.613, -1.107, -3.422], [-3.022, -1.199, -1.366], [-2.750, -2.885, -1.148], [-5.269, -2.221, -1.183], [-4.841, -3.860, -1.712], [-5.964, -2.904, -2.684], [-0.341, -2.616, -1.302], [-0.676, -1.021, -1.243], [2.420, 2.306, 2.110], [3.828, 2.831, 2.454], [4.151, 3.918, 1.608], [1.536, 2.935, 2.181], [2.228, 1.468, 2.788], [2.550, 1.799, 1.154], [4.526, 2.016, 2.274], [3.874, 3.165, 3.498], [3.524, 4.629, 1.750]]}